Record 1
The following is a quantum chemistry calculation of C2H7N3S in the gas phase in a non-equilibrium geometry, from the Open Molecules 2025 dataset.

XYZ file:
```
13
Properties=species:S:1:pos:R:3:forces:R:3:nbo_charge:R:1
H -0.817 1.214 1.312 -0.57 -0.13 -0.37 0.1875
H -0.913 -0.228 2.212 0.31 -0.92 1.43 0.2033
N 1.024 0.412 1.288 -0.57 2.12 2.94 -0.4079
H -1.697 -0.300 -0.417 2.18 -0.89 0.35 0.2432
N 0.111 -0.028 -2.344 0.67 -3.06 0.61 -1.0212
C -0.733 -0.706 0.105 -0.89 1.47 -0.54 -0.5704
H 1.289 1.417 1.467 0.03 -1.69 -0.45 0.3539
H -0.279 0.766 -1.990 -1.52 2.73 1.13 0.3354
S 0.902 -0.877 -0.861 -1.17 0.98 0.03 0.7989
H -0.897 -1.732 0.363 -0.33 -0.41 0.45 0.2256
C -0.435 0.194 1.373 1.07 0.55 -3.13 -0.2600
H 0.665 0.254 -3.118 1.17 -0.13 -0.50 0.3638
N 1.778 -0.386 0.608 -0.40 -0.62 -1.96 -0.4522
```
Positions in Å, forces in eV/Å.

Values from the calculation:
HOMO-LUMO gap (spin up / spin down), eV: 8.03 / 8.03
Relative energy (zero: lowest compared OMol25 entry of this formula, charge and spin), kcal per mole: 93.7
Maximum force, eV Å⁻¹: 3.667
Highest occupied orbital energy (spin up / spin down), eV: -7.44 / -7.44
E_LUMO (spin up / spin down), eV: 0.6 / 0.6

***

Record 2
The following is a quantum chemistry calculation of 2 unconnected molecules or ions with the total composition C6H14N4O2 in a non-equilibrium geometry, from the Open Molecules 2025 dataset.

XYZ file:
```
26
Properties=species:S:1:pos:R:3:forces:R:3:nbo_charge:R:1
C -2.345 0.880 -2.837 0.49 0.88 -1.55 0.2005
H 3.693 -0.849 1.782 -0.34 -0.17 -0.24 0.2464
N -3.324 -0.415 0.366 0.44 0.50 -0.88 -0.6663
O -1.707 1.841 -4.763 -0.58 -0.41 0.36 -0.5520
H 1.358 0.269 4.059 0.13 -0.22 0.11 0.3628
H 2.831 -2.312 1.267 0.04 0.13 -0.06 0.2047
N -2.968 0.095 -1.919 0.30 0.21 0.15 -0.6096
H -3.785 -0.390 -2.212 -0.55 -0.48 -0.12 0.4093
H -1.120 2.235 -4.088 -0.19 -0.14 -0.28 0.4354
O 0.992 -0.812 -0.310 0.38 -0.53 0.17 -0.7186
H 1.229 -1.707 -0.627 -0.20 0.70 0.44 0.4775
H 3.674 -1.299 0.073 -0.18 0.07 0.03 0.2119
C 1.794 -0.485 0.823 0.15 -0.56 0.55 0.2377
H 2.494 1.471 1.660 -0.30 -0.26 -0.25 0.2262
C 3.067 -1.277 0.986 0.44 0.18 -0.17 -0.6436
N 1.745 -0.389 3.388 -0.40 0.01 -0.54 -0.8289
H -1.759 0.751 -0.322 -0.30 -0.64 -0.25 0.1811
C -2.637 0.125 -0.574 -0.99 -0.03 1.02 0.2882
H -0.013 -0.325 2.094 0.24 0.18 -0.06 0.1943
H -4.191 -0.832 -0.006 0.48 -0.04 0.16 0.3236
H 0.955 1.516 0.629 0.24 -0.21 0.40 0.2216
H 1.488 -1.325 3.670 0.13 -0.06 0.47 0.3582
H -1.580 1.537 -2.418 0.10 -0.18 0.15 0.1460
N -2.595 0.933 -4.101 0.86 0.28 1.27 -0.1570
C 1.070 -0.161 2.127 -0.61 -0.01 -0.61 -0.1013
C 1.635 0.925 1.254 0.20 0.78 -0.28 -0.4480
```
Positions in Å, forces in eV/Å.

Values from the calculation:
HOMO-LUMO gap, eV: 9.60
Relative energy (zero: lowest compared OMol25 entry of this formula, charge and spin), kcal per mole: 107.1
Maximum force, eV Å⁻¹: 1.849
Highest occupied orbital energy, eV: -8.90
E_LUMO, eV: 0.7

***

Record 3
The following is a quantum chemistry calculation of 5 unconnected molecules or ions with the total composition C36H42BO11 in a non-equilibrium geometry, from the Open Molecules 2025 dataset.

XYZ file:
```
90
Properties=species:S:1:pos:R:3:forces:R:3:lowdin_charge:R:1
C -0.726 2.378 0.969 0.24 0.85 0.15 -0.1977
H 0.365 4.615 1.967 -0.15 -0.14 0.14 0.1020
H -4.892 1.873 2.743 -0.09 -0.03 -0.14 0.1227
C 3.602 -6.539 -8.124 -0.04 -0.05 -0.02 0.0277
H -1.217 -4.358 0.784 0.00 0.00 -0.03 0.1251
C -4.161 2.665 2.579 0.34 0.09 0.38 -0.1470
C 0.222 -4.152 -4.412 -0.08 0.05 -0.06 0.0285
B -7.104 4.773 3.020 -0.06 0.53 -0.22 -0.5944
H -4.550 5.143 0.972 -0.18 0.18 0.06 0.0966
H -1.666 0.780 3.873 -0.02 -0.18 -0.10 0.0822
H -3.457 8.618 3.698 -0.05 0.07 -0.04 0.0806
C -5.372 4.650 1.517 0.69 -0.35 -0.12 -0.2608
H 4.292 1.777 6.855 0.03 -0.01 -0.02 0.1186
C 6.286 -7.534 -8.029 0.01 0.04 0.00 0.0207
C 1.544 -3.878 -6.940 0.00 0.06 0.01 -0.0012
C -0.652 1.999 2.452 -0.36 -0.57 -0.08 -0.2144
C 1.468 0.215 5.617 -0.03 0.02 -0.08 -0.3821
C -2.955 2.449 3.504 -0.08 0.03 -0.71 -0.1891
H -2.413 0.723 2.273 -0.02 -0.06 -0.05 0.1036
C -0.342 -4.729 -5.470 0.02 0.03 0.00 0.0275
H -3.306 6.872 3.930 -0.05 -0.10 -0.01 0.0842
C 2.322 1.136 6.411 0.04 0.01 0.03 0.0227
C 0.577 -4.629 -0.443 0.01 0.04 -0.02 -0.3667
H -4.368 7.502 2.643 -0.12 -0.10 0.09 0.0931
C 6.119 -6.216 -8.090 0.02 -0.04 0.00 0.0206
H 0.278 2.331 0.536 -0.03 -0.22 -0.17 0.1007
C 2.709 -4.007 0.594 0.00 -0.03 -0.02 0.0287
C 4.763 -5.615 -8.142 -0.01 0.02 0.01 -0.3762
C 5.123 -8.459 -8.013 -0.01 -0.01 0.01 -0.3859
H -7.472 5.620 3.844 0.03 -0.09 0.08 0.0389
C -0.141 -4.242 0.796 -0.01 0.00 0.03 0.0299
H -0.565 6.856 0.237 -0.10 -0.04 -0.09 0.1059
O -2.328 7.696 2.296 0.31 -0.07 0.11 -0.1935
H -1.267 -5.288 -5.403 -0.01 0.01 -0.02 0.1233
O -0.224 -5.176 -7.782 0.03 -0.05 -0.01 0.0953
O -6.068 3.829 3.543 0.21 -0.30 0.04 -0.0997
H -0.204 -4.205 -3.420 0.02 -0.02 -0.04 0.0936
H 3.046 -2.760 -5.953 0.00 0.00 0.01 0.1236
O 2.021 -2.892 -3.568 0.03 -0.03 0.02 0.1016
H 2.550 -4.748 -1.385 -0.03 0.02 -0.03 0.1182
O -6.372 5.507 1.903 -0.17 0.08 0.01 -0.1307
H 7.264 -7.996 -7.990 -0.01 -0.03 0.00 0.1214
C 2.115 -3.308 -5.883 0.00 0.01 0.00 0.0281
C 0.275 -4.638 -6.815 0.00 -0.02 0.01 -0.3904
H 1.979 -3.822 -7.929 0.00 0.02 0.00 0.1106
C 3.646 1.119 6.287 -0.05 -0.01 0.01 0.0158
O 5.279 -9.660 -7.960 0.01 -0.01 0.00 0.1077
C 2.052 -4.473 -0.464 0.03 0.00 0.01 0.0252
H 1.503 -1.367 4.110 -0.02 -0.03 -0.01 0.1010
C -2.155 6.455 1.631 -0.07 0.39 -0.16 -0.2497
O 4.609 -4.413 -8.198 0.00 0.01 0.00 0.1001
H -5.709 3.824 0.856 -0.23 0.03 0.01 0.1212
H -8.088 4.166 2.567 0.05 -0.13 0.03 0.0410
H 0.014 -3.491 2.770 0.02 0.01 0.01 0.1249
H 1.805 1.806 7.086 -0.03 0.00 -0.02 0.1220
C 3.469 -0.726 4.546 0.00 0.09 0.13 0.0207
H -1.381 1.685 0.443 0.10 -0.19 -0.05 0.1029
C -1.950 1.384 3.008 0.17 0.36 0.72 -0.1982
H -1.566 3.916 -0.297 0.00 0.10 -0.06 0.1197
H -2.824 6.433 0.764 -0.11 -0.20 0.04 0.1220
C -4.872 3.997 2.808 -1.12 -0.10 0.28 -0.3681
H 0.540 4.844 0.248 0.17 -0.06 0.11 0.1048
C -3.431 7.660 3.182 -0.02 0.19 -0.12 -0.0991
H -0.105 6.852 1.911 0.04 0.01 0.00 0.1081
H 2.934 -8.548 -8.048 0.01 -0.02 -0.01 0.1247
O -0.021 -5.056 -1.409 -0.02 -0.06 0.10 0.0870
H 0.163 1.285 2.605 0.05 -0.04 -0.06 0.0906
C -0.710 6.318 1.175 0.16 0.00 0.31 -0.1594
C 3.767 -7.857 -8.063 0.02 0.03 0.01 0.0292
C 0.517 -3.780 1.855 -0.02 0.00 -0.01 0.0300
C -1.240 3.814 0.740 -0.13 -0.55 0.16 -0.2134
O 0.262 0.217 5.729 -0.03 0.01 0.08 0.1077
H -2.461 5.648 2.301 0.12 -0.06 0.08 0.0928
H 2.622 -6.082 -8.167 -0.01 -0.01 -0.02 0.1025
O 2.592 -3.200 2.801 0.00 -0.06 -0.05 0.0935
H -0.425 2.862 3.081 0.20 0.10 -0.11 0.0996
H 3.784 -3.879 0.602 0.00 0.02 0.02 0.1235
H -2.131 3.933 1.353 -0.03 0.13 -0.04 0.0720
H -3.303 2.219 4.510 -0.04 0.03 0.07 0.1134
H -2.426 3.404 3.551 0.04 0.03 0.25 0.0903
C 4.322 0.185 5.350 0.03 0.02 -0.06 -0.3853
H 6.950 -5.523 -8.104 -0.02 0.02 0.00 0.1216
C 2.145 -0.709 4.677 0.04 0.00 -0.03 0.0195
H 3.979 -1.397 3.870 0.00 -0.03 -0.02 0.1068
H -4.255 4.704 3.388 0.40 -0.03 -0.25 0.1231
H -3.827 2.602 1.537 0.00 -0.02 -0.04 0.1015
C -0.190 4.867 1.063 -0.05 0.38 -0.46 -0.1969
C 1.496 -3.401 -4.537 0.02 -0.03 0.01 -0.3719
O 5.531 0.173 5.244 0.01 0.00 0.02 0.0954
C 1.993 -3.627 1.836 -0.01 0.03 0.01 -0.3661
```
Positions in Å, forces in eV/Å.

Values from the calculation:
HOMO-LUMO gap, eV: 2.72
Maximum force, eV Å⁻¹: 1.157
Highest occupied orbital energy, eV: -3.62
Charge: -1
E_LUMO, eV: -0.9

***

Record 4
The following is a quantum chemistry calculation of a molecular structure, C15H16Br4IN3O2Y in a non-equilibrium geometry, from the Open Molecules 2025 dataset.

XYZ file:
```
42
Properties=species:S:1:pos:R:3:forces:R:3:nbo_charge:R:1
O 0.087 -0.503 2.032 -0.76 -0.46 1.91 -0.8777
H -1.603 2.260 1.851 -0.01 0.00 0.01 0.2285
H -2.953 3.310 1.401 -0.02 0.00 -0.01 0.2375
H -2.818 2.545 -2.291 0.00 -0.01 0.00 0.2105
C -1.633 -4.284 2.070 0.01 0.03 0.04 -0.1597
C -0.630 -2.443 3.270 -0.02 0.14 0.07 -0.1534
H 5.242 -2.421 -0.831 0.03 0.01 -0.01 0.2556
Y 0.615 -0.155 0.158 2.27 2.56 -1.88 2.0238
H -1.857 0.379 -0.264 0.04 0.02 -0.04 0.4094
H 6.268 -0.801 -2.434 0.00 0.01 -0.01 0.2480
C 3.515 -1.189 -0.555 -0.15 -0.14 0.21 0.0995
H -3.775 1.592 -1.137 -0.01 0.01 -0.01 0.2213
H -0.657 3.666 -1.533 0.01 0.00 0.00 0.2016
C -1.956 2.414 -0.287 0.00 0.07 0.03 0.1155
C -3.137 2.472 -1.250 0.02 0.01 0.01 -0.6373
I 2.564 -2.482 0.814 0.65 -0.26 -0.10 0.3484
O -0.563 -1.667 -0.275 -1.45 -1.58 -0.23 -0.8904
C 4.615 0.570 -2.291 0.02 0.03 -0.03 -0.2376
H -3.747 3.349 -1.036 0.01 0.01 -0.01 0.2432
H -0.141 3.508 0.166 0.01 0.03 -0.01 0.2136
C -0.466 -1.731 2.087 -0.23 -0.51 0.22 0.1913
C 5.304 -0.595 -1.987 -0.04 -0.05 0.06 -0.1015
C -0.836 -2.342 0.866 -0.24 -0.38 0.34 0.2529
Br -1.471 -4.619 4.896 0.01 0.01 0.00 0.1341
C -2.439 2.381 1.161 0.04 -0.03 -0.03 -0.6190
H -3.138 1.558 1.323 0.00 0.00 0.01 0.2236
H 5.020 1.299 -2.978 0.00 0.00 0.00 0.2494
C -1.003 3.585 -0.500 -0.01 -0.06 0.03 -0.6279
N 2.830 -0.077 -0.836 0.68 -0.11 -0.24 -0.6219
Br -1.876 -4.324 -0.805 -0.01 0.00 0.02 0.1124
H -1.395 0.439 -2.384 0.06 -0.08 0.02 0.3958
H -0.405 1.727 -2.213 0.02 -0.01 0.03 0.3800
Br -0.025 -1.613 4.845 -0.01 0.01 -0.01 0.1179
C -1.223 -3.708 3.271 -0.04 -0.05 -0.03 -0.1554
H 2.823 1.686 -1.917 -0.01 0.00 0.01 0.2077
C 4.745 -1.501 -1.098 0.03 0.01 -0.03 -0.2572
N -0.677 0.845 -1.789 -0.02 0.15 0.07 -0.7013
C 3.390 0.788 -1.700 -0.04 0.05 -0.01 0.0675
Br -2.460 -5.971 2.043 0.01 0.00 0.00 0.1341
N -1.198 1.135 -0.463 -0.92 0.55 -0.28 -0.5592
H -1.516 4.518 -0.271 0.00 0.01 -0.01 0.2485
C -1.421 -3.600 0.872 0.05 0.03 -0.13 -0.1722
```
Positions in Å, forces in eV/Å.

Values from the calculation:
HOMO-LUMO gap, eV: 6.93
Relative energy (zero: lowest compared OMol25 entry of this formula, charge and spin), kcal per mole: 12.7
Maximum force, eV Å⁻¹: 3.901
Highest occupied orbital energy, eV: -10.42
Charge: +1
E_LUMO, eV: -3.5

***

Copy entry 2 word for word.
The following is a quantum chemistry calculation of 2 unconnected molecules or ions with the total composition C6H14N4O2 in a non-equilibrium geometry, from the Open Molecules 2025 dataset.

XYZ file:
```
26
Properties=species:S:1:pos:R:3:forces:R:3:nbo_charge:R:1
C -2.345 0.880 -2.837 0.49 0.88 -1.55 0.2005
H 3.693 -0.849 1.782 -0.34 -0.17 -0.24 0.2464
N -3.324 -0.415 0.366 0.44 0.50 -0.88 -0.6663
O -1.707 1.841 -4.763 -0.58 -0.41 0.36 -0.5520
H 1.358 0.269 4.059 0.13 -0.22 0.11 0.3628
H 2.831 -2.312 1.267 0.04 0.13 -0.06 0.2047
N -2.968 0.095 -1.919 0.30 0.21 0.15 -0.6096
H -3.785 -0.390 -2.212 -0.55 -0.48 -0.12 0.4093
H -1.120 2.235 -4.088 -0.19 -0.14 -0.28 0.4354
O 0.992 -0.812 -0.310 0.38 -0.53 0.17 -0.7186
H 1.229 -1.707 -0.627 -0.20 0.70 0.44 0.4775
H 3.674 -1.299 0.073 -0.18 0.07 0.03 0.2119
C 1.794 -0.485 0.823 0.15 -0.56 0.55 0.2377
H 2.494 1.471 1.660 -0.30 -0.26 -0.25 0.2262
C 3.067 -1.277 0.986 0.44 0.18 -0.17 -0.6436
N 1.745 -0.389 3.388 -0.40 0.01 -0.54 -0.8289
H -1.759 0.751 -0.322 -0.30 -0.64 -0.25 0.1811
C -2.637 0.125 -0.574 -0.99 -0.03 1.02 0.2882
H -0.013 -0.325 2.094 0.24 0.18 -0.06 0.1943
H -4.191 -0.832 -0.006 0.48 -0.04 0.16 0.3236
H 0.955 1.516 0.629 0.24 -0.21 0.40 0.2216
H 1.488 -1.325 3.670 0.13 -0.06 0.47 0.3582
H -1.580 1.537 -2.418 0.10 -0.18 0.15 0.1460
N -2.595 0.933 -4.101 0.86 0.28 1.27 -0.1570
C 1.070 -0.161 2.127 -0.61 -0.01 -0.61 -0.1013
C 1.635 0.925 1.254 0.20 0.78 -0.28 -0.4480
```
Positions in Å, forces in eV/Å.

Values from the calculation:
HOMO-LUMO gap, eV: 9.60
Relative energy (zero: lowest compared OMol25 entry of this formula, charge and spin), kcal per mole: 107.1
Maximum force, eV Å⁻¹: 1.849
Highest occupied orbital energy, eV: -8.90
E_LUMO, eV: 0.7

***

Copy entry 4 word for word.
The following is a quantum chemistry calculation of a molecular structure, C15H16Br4IN3O2Y in a non-equilibrium geometry, from the Open Molecules 2025 dataset.

XYZ file:
```
42
Properties=species:S:1:pos:R:3:forces:R:3:nbo_charge:R:1
O 0.087 -0.503 2.032 -0.76 -0.46 1.91 -0.8777
H -1.603 2.260 1.851 -0.01 0.00 0.01 0.2285
H -2.953 3.310 1.401 -0.02 0.00 -0.01 0.2375
H -2.818 2.545 -2.291 0.00 -0.01 0.00 0.2105
C -1.633 -4.284 2.070 0.01 0.03 0.04 -0.1597
C -0.630 -2.443 3.270 -0.02 0.14 0.07 -0.1534
H 5.242 -2.421 -0.831 0.03 0.01 -0.01 0.2556
Y 0.615 -0.155 0.158 2.27 2.56 -1.88 2.0238
H -1.857 0.379 -0.264 0.04 0.02 -0.04 0.4094
H 6.268 -0.801 -2.434 0.00 0.01 -0.01 0.2480
C 3.515 -1.189 -0.555 -0.15 -0.14 0.21 0.0995
H -3.775 1.592 -1.137 -0.01 0.01 -0.01 0.2213
H -0.657 3.666 -1.533 0.01 0.00 0.00 0.2016
C -1.956 2.414 -0.287 0.00 0.07 0.03 0.1155
C -3.137 2.472 -1.250 0.02 0.01 0.01 -0.6373
I 2.564 -2.482 0.814 0.65 -0.26 -0.10 0.3484
O -0.563 -1.667 -0.275 -1.45 -1.58 -0.23 -0.8904
C 4.615 0.570 -2.291 0.02 0.03 -0.03 -0.2376
H -3.747 3.349 -1.036 0.01 0.01 -0.01 0.2432
H -0.141 3.508 0.166 0.01 0.03 -0.01 0.2136
C -0.466 -1.731 2.087 -0.23 -0.51 0.22 0.1913
C 5.304 -0.595 -1.987 -0.04 -0.05 0.06 -0.1015
C -0.836 -2.342 0.866 -0.24 -0.38 0.34 0.2529
Br -1.471 -4.619 4.896 0.01 0.01 0.00 0.1341
C -2.439 2.381 1.161 0.04 -0.03 -0.03 -0.6190
H -3.138 1.558 1.323 0.00 0.00 0.01 0.2236
H 5.020 1.299 -2.978 0.00 0.00 0.00 0.2494
C -1.003 3.585 -0.500 -0.01 -0.06 0.03 -0.6279
N 2.830 -0.077 -0.836 0.68 -0.11 -0.24 -0.6219
Br -1.876 -4.324 -0.805 -0.01 0.00 0.02 0.1124
H -1.395 0.439 -2.384 0.06 -0.08 0.02 0.3958
H -0.405 1.727 -2.213 0.02 -0.01 0.03 0.3800
Br -0.025 -1.613 4.845 -0.01 0.01 -0.01 0.1179
C -1.223 -3.708 3.271 -0.04 -0.05 -0.03 -0.1554
H 2.823 1.686 -1.917 -0.01 0.00 0.01 0.2077
C 4.745 -1.501 -1.098 0.03 0.01 -0.03 -0.2572
N -0.677 0.845 -1.789 -0.02 0.15 0.07 -0.7013
C 3.390 0.788 -1.700 -0.04 0.05 -0.01 0.0675
Br -2.460 -5.971 2.043 0.01 0.00 0.00 0.1341
N -1.198 1.135 -0.463 -0.92 0.55 -0.28 -0.5592
H -1.516 4.518 -0.271 0.00 0.01 -0.01 0.2485
C -1.421 -3.600 0.872 0.05 0.03 -0.13 -0.1722
```
Positions in Å, forces in eV/Å.

Values from the calculation:
HOMO-LUMO gap, eV: 6.93
Relative energy (zero: lowest compared OMol25 entry of this formula, charge and spin), kcal per mole: 12.7
Maximum force, eV Å⁻¹: 3.901
Highest occupied orbital energy, eV: -10.42
Charge: +1
E_LUMO, eV: -3.5